Density functional theory data (wB97M-V/def2-TZVPD) for B2CsH8 as an isolated structure at a distorted geometry.

Geometry (Å):
1 Cs -7.054 21.740 14.432
2 B -2.850 25.020 16.471
3 H -3.631 25.685 16.807
4 H -2.662 25.125 15.414
5 H -1.936 25.262 16.991
6 H -3.071 23.984 16.677
7 B -1.605 21.403 11.839
8 H -1.812 20.997 10.861
9 H -1.511 22.473 11.736
10 H -2.506 21.254 12.414
11 H -0.785 20.931 12.357

Cartesian forces (eV/Å) of the 6 atoms listed first:
Cs 0.7420 0.2374 -0.0104
B -0.1178 0.0916 -0.1484
H -3.4075 2.7209 1.3769
H 0.5777 0.5094 -4.2785
H 3.7070 1.0288 2.2154
H -1.1801 -4.4009 0.9367

Summary:
- E_tot (eV) = -2024.17844
- total charge = -1
- LUMO (eV) = 0.1

Density functional theory data (wB97M-V/def2-TZVPD) for B2CsH8 as an isolated structure at a distorted geometry.

Geometry (Å):
1 Cs -0.952 -0.699 -0.521
2 B 2.484 -4.401 0.015
3 H 3.073 -5.204 -0.401
4 H 1.498 -4.759 0.265
5 H 2.842 -4.192 1.011
6 H 2.558 -3.466 -0.518
7 B -2.290 4.544 0.034
8 H -2.581 4.321 1.049
9 H -2.961 4.021 -0.630
10 H -2.384 5.611 -0.098
11 H -1.287 4.226 -0.206

Cartesian forces (eV/Å) of the 6 atoms listed first:
Cs 0.2770 0.0476 0.1019
B -0.0383 -0.0351 -0.0414
H 2.3056 -3.0429 -1.9047
H -4.4723 -1.3232 0.3697
H 1.8852 0.9192 4.0870
H -0.0161 3.7975 -2.5656

Summary:
- E_tot (eV) = -2025.58870
- total charge = -1
- LUMO (eV) = 0.9

Density functional theory data (wB97M-V/def2-TZVPD) for B4F16Sn as an isolated structure at a distorted geometry.

Geometry (Å):
1 Sn -0.485 -0.215 0.707
2 B 0.813 1.627 -1.478
3 F 1.319 1.162 -0.221
4 F 1.808 1.695 -2.445
5 F -0.166 0.685 -1.815
6 F 0.244 2.892 -1.259
7 B 2.183 -2.059 0.162
8 F 3.393 -2.364 -0.438
9 F 2.281 -0.869 0.932
10 F 1.134 -1.947 -0.772
11 F 1.833 -3.076 1.090
12 B -3.595 -1.004 -2.103
13 F -2.760 -1.335 -3.193
14 F -4.352 -2.113 -1.738
15 F -2.724 -0.605 -1.017
16 F -4.394 0.084 -2.445
17 B 0.709 1.529 3.224
18 F 2.087 1.371 3.132
19 F 0.349 2.199 4.389
20 F 0.249 2.100 2.007
21 F 0.075 0.245 3.282

Cartesian forces (eV/Å) of the 6 atoms listed first:
Sn 2.0243 0.8022 -1.2493
B 0.3583 1.1606 -0.5830
F -0.3830 -0.4772 0.4772
F -0.1812 -0.1275 0.3769
F -0.6708 -0.4816 0.3619
F 0.0120 -0.3847 -0.1099

Summary:
- E_tot (eV) = -52045.71543
- total charge = -2
- LUMO (eV) = 3.8

Density functional theory data (wB97M-V/def2-TZVPD) for B4F16Tl as an isolated structure at a distorted geometry.

Geometry (Å):
1 Tl 12.602 8.665 -13.938
2 B 12.725 6.444 -16.014
3 F 12.147 7.649 -16.461
4 F 14.024 6.750 -15.651
5 F 12.035 6.062 -14.824
6 F 12.656 5.422 -16.918
7 B 9.246 8.862 -14.991
8 F 8.166 8.720 -15.868
9 F 9.862 7.656 -14.626
10 F 10.312 9.605 -15.526
11 F 8.837 9.522 -13.853
12 B 13.969 10.779 -15.884
13 F 12.575 10.946 -15.944
14 F 14.270 11.111 -14.566
15 F 14.250 9.431 -16.052
16 F 14.711 11.481 -16.825
17 B 15.544 9.608 -12.477
18 F 14.211 10.065 -12.334
19 F 16.364 10.717 -12.700
20 F 15.863 8.957 -11.285
21 F 15.533 8.748 -13.578

Cartesian forces (eV/Å) of the 6 atoms listed first:
Tl 1.2536 0.6644 -3.7396
B 0.2050 -0.6335 -0.8276
F -0.3522 0.5193 0.6370
F 0.5650 0.2716 0.8187
F -0.0277 0.8482 1.2376
F -0.1361 0.1596 -0.0828

Summary:
- E_tot (eV) = -50898.27744
- total charge = -1
- LUMO (eV) = -5.9

Density functional theory data (wB97M-V/def2-TZVPD) for B5F20V as an isolated structure at a distorted geometry.

Geometry (Å):
1 V 11.725 -9.302 7.599
2 B 10.226 -7.029 8.948
3 F 11.230 -7.406 8.016
4 F 10.286 -5.689 9.155
5 F 9.040 -7.419 8.449
6 F 10.436 -7.727 10.003
7 B 12.554 -11.558 6.372
8 F 12.933 -11.413 5.093
9 F 12.747 -12.819 6.842
10 F 13.290 -10.678 7.131
11 F 11.234 -11.123 6.614
12 B 10.518 -10.925 9.468
13 F 10.073 -9.949 8.606
14 F 9.988 -12.142 9.029
15 F 11.856 -10.778 9.040
16 F 10.315 -10.736 10.834
17 B 10.693 -8.394 5.387
18 F 10.293 -9.173 4.402
19 F 10.025 -8.816 6.515
20 F 11.986 -8.634 5.727
21 F 10.503 -7.047 5.162
22 B 13.907 -8.260 8.881
23 F 14.278 -7.078 9.295
24 F 13.400 -8.185 7.629
25 F 14.861 -9.224 8.953
26 F 12.738 -8.635 9.475

Cartesian forces (eV/Å) of the 6 atoms listed first:
V 1.0532 -0.6130 2.1317
B -1.3776 1.3140 -1.1639
F 1.0344 0.1262 -1.5458
F 0.3131 1.6526 -0.0247
F -2.3699 0.0904 -1.4151
F 1.1863 -2.1702 4.7869

Summary:
- E_tot (eV) = -83453.74586
- spin multiplicity = 3
- total charge = -2
- LUMO (spin up / spin down) (eV) = 4.7 / 5.4

Density functional theory data (wB97M-V/def2-TZVPD) for B6CuF24 as an isolated structure at a distorted geometry.

Geometry (Å):
1 Cu -0.136 -0.121 -0.335
2 B 2.845 2.570 -2.249
3 F 3.022 2.972 -0.939
4 F 2.001 3.448 -2.917
5 F 4.074 2.596 -2.868
6 F 2.247 1.340 -2.227
7 B -2.962 -3.247 1.562
8 F -3.730 -3.275 0.430
9 F -2.342 -4.505 1.731
10 F -1.869 -2.393 1.473
11 F -3.616 -3.049 2.689
12 B -2.798 2.578 -0.595
13 F -1.611 2.479 -1.255
14 F -3.790 2.876 -1.512
15 F -2.976 1.374 0.028
16 F -2.709 3.521 0.330
17 B 3.384 -2.354 1.065
18 F 2.840 -3.325 0.238
19 F 2.461 -1.340 1.263
20 F 3.624 -2.863 2.317
21 F 4.535 -1.878 0.567
22 B 0.374 2.686 3.702
23 F -0.466 3.724 3.865
24 F 1.615 3.228 3.548
25 F 0.262 1.721 4.651
26 F 0.080 1.967 2.572
27 B -0.910 -2.140 -3.484
28 F -0.103 -1.494 -4.420
29 F -1.810 -1.194 -2.972
30 F -1.362 -3.379 -3.885
31 F -0.177 -2.522 -2.369

Cartesian forces (eV/Å) of the 6 atoms listed first:
Cu -0.2502 -0.0906 -0.4009
B -0.4257 0.8883 0.5156
F 0.1551 0.5780 1.1829
F -0.5704 0.8461 -0.5878
F 1.3600 -0.3930 -0.9235
F -0.5691 -1.8763 -0.1555

Summary:
- E_tot (eV) = -113946.32680
- spin multiplicity = 2
- total charge = -4
- LUMO (spin up / spin down) (eV) = 6.5 / 1.1